# 1
18
Properties=species:S:1:pos:R:3:nbo_charge:R:1 method="wB97M-V/def2-TZVPD" mol_weight_g_mol=122.12 energy_ev=-12395.615 lumo_ev=0.5 e_homo_ev=-9.2 relative_energy_ev=1.120 smiles="NCC(=O)NCO.O"
N -2.428 -0.862 -1.048 -0.819
C -1.063 -1.109 -1.499 -0.317
C 0.198 -0.498 -0.874 0.657
O 1.169 -0.478 -1.631 -0.645
N 0.431 -0.352 0.455 -0.635
C -0.492 -0.155 1.517 0.098
O -0.661 1.219 1.864 -0.728
H -2.724 0.047 -1.381 0.360
H -2.550 -0.889 -0.050 0.347
H -1.018 -0.840 -2.545 0.227
H -0.846 -2.172 -1.487 0.216
H 1.413 -0.236 0.658 0.425
H -1.489 -0.526 1.317 0.173
H -0.055 -0.632 2.397 0.164
H 0.210 1.613 2.008 0.470
O 2.544 1.569 0.668 -0.964
H 2.183 2.452 0.554 0.477
H 2.942 1.336 -0.191 0.493



# 2
14
Properties=species:S:1:pos:R:3:nbo_charge:R:1 method="wB97M-V/def2-TZVPD" mol_weight_g_mol=111.23 energy_ev=-25380.090 lumo_ev=0.3 e_homo_ev=-9.2 relative_energy_ev=0.624 smiles=CSS.CN
C 0.273 -3.038 0.492 -0.758
S -0.550 -1.520 -0.080 0.087
S 0.647 -1.161 -1.777 -0.151
H 0.633 -3.610 -0.412 0.239
H -0.523 -3.614 1.051 0.232
H 1.160 -2.766 1.132 0.223
H 1.626 -0.362 -1.263 0.131
C 0.023 2.523 -0.067 -0.420
N -1.234 2.225 0.671 -0.833
H 0.176 1.816 -0.909 0.168
H 0.890 2.455 0.628 0.189
H 0.011 3.556 -0.470 0.192
H -1.992 2.227 -0.024 0.348
H -1.139 1.269 1.027 0.353



# 3
9
Properties=species:S:1:pos:R:3:nbo_charge:R:1 method="wB97M-V/def2-TZVPD" mol_weight_g_mol=163.25 total_charge=-2 energy_ev=-39166.981 lumo_ev=5.3 e_homo_ev=0.8 relative_energy_ev=3.925 smiles="[O-]NC(=S)C([S-])=C=S"
O 0.391 -0.668 1.746 -0.698
N 0.296 0.004 0.636 -0.113
C 1.190 0.624 -0.055 0.050
S 0.679 1.491 -1.442 -0.567
C 2.565 0.423 0.311 -0.333
S 3.287 1.211 1.702 -0.523
C 3.357 -0.363 -0.397 -0.041
S 4.306 -1.073 -1.401 -0.120
H -0.637 0.098 0.465 0.345



# 4
16
Properties=species:S:1:pos:R:3:nbo_charge:R:1 method="wB97M-V/def2-TZVPD" mol_weight_g_mol=148.25 energy_ev=-29027.649 lumo_ev=-0.8 e_homo_ev=-8.5 relative_energy_ev=5.033
C -0.618 -0.797 -2.718 -0.384
C -1.666 1.246 0.792 -0.447
C -0.859 -1.835 -1.878 -0.448
C -0.637 0.447 0.432 -0.214
C 1.393 0.607 2.138 -0.834
O 0.945 2.515 0.174 -0.948
S -0.548 -1.835 -0.239 0.200
S 1.073 0.999 0.384 1.222
H -0.733 -0.888 -3.805 0.206
H -0.222 0.121 -2.305 0.189
H -1.318 2.320 0.936 0.265
H -2.702 0.991 0.900 0.239
H -1.187 -2.641 -2.412 0.232
H 2.289 1.115 2.508 0.246
H 1.504 -0.407 2.310 0.237
H 0.638 0.963 2.914 0.238



# 5
63
Properties=species:S:1:pos:R:3:nbo_charge:R:1 method="wB97M-V/def2-TZVPD" mol_weight_g_mol=543.29 total_charge=-1 energy_ev=-82223.438 lumo_ev=2.0 e_homo_ev=-3.6 relative_energy_ev=0.000
C -0.832 -0.711 -6.143 -0.601
C -1.473 0.335 -5.221 -0.665
P -0.234 1.238 -4.130 0.436
C 1.167 0.025 -4.044 -0.909
B -1.077 1.349 -2.345 0.589
C -2.717 1.354 -2.503 -0.938
O -0.453 0.262 -1.541 -0.773
C -0.268 0.654 -0.192 0.082
C 1.022 -0.101 0.218 -0.483
C 1.207 -0.413 1.699 -0.084
O 2.572 -0.045 2.048 -0.735
P -1.679 -0.222 0.706 0.726
C -2.435 -1.438 -0.441 -0.908
C -3.085 0.812 1.283 -0.951
C -0.169 2.222 -0.268 0.055
C -0.828 3.113 0.777 -0.429
C 0.039 3.786 1.851 -0.536
C 0.580 2.803 2.868 0.798
O -0.171 2.058 3.493 -0.615
O 1.903 2.784 3.116 -0.650
S 1.527 2.955 -0.635 2.350
O 1.334 4.317 -1.004 -0.930
O 2.527 2.664 0.347 -0.954
F 1.970 2.220 -1.932 -0.472
O -0.779 2.532 -1.470 -0.725
H -0.505 -1.585 -5.593 0.199
H -0.029 -0.287 -6.739 0.195
H -1.598 -1.056 -6.839 0.188
H -2.207 -0.201 -4.625 0.201
H -1.967 1.052 -5.865 0.204
H 1.895 0.318 -3.298 0.234
H 0.830 -0.986 -3.817 0.201
H 1.653 -0.004 -5.014 0.205
H -3.158 0.381 -2.711 0.193
H -2.983 1.977 -3.362 0.210
H -3.174 1.836 -1.639 0.200
H 0.976 -1.012 -0.366 0.228
H 1.918 0.421 -0.103 0.238
H 1.157 -1.490 1.827 0.173
H 0.531 0.111 2.362 0.194
H 2.730 -0.456 2.897 0.448
H -3.258 -1.857 0.130 0.215
H -2.873 -0.954 -1.310 0.228
H -1.717 -2.192 -0.723 0.239
H -3.277 1.739 0.747 0.217
H -3.988 0.212 1.211 0.230
H -2.961 1.066 2.331 0.234
H -1.572 2.580 1.356 0.247
H -1.375 3.884 0.252 0.248
H 0.781 4.470 1.454 0.226
H -0.650 4.391 2.438 0.238
H 2.324 3.549 2.712 0.493
C 2.651 -3.788 4.722 -0.100
C 2.039 -5.094 5.184 -0.100
O 1.073 -5.406 4.175 -0.688
S 1.594 -4.884 2.747 2.545
O 2.203 -5.964 2.060 -0.901
O 0.574 -4.101 2.164 -0.877
O 2.752 -3.924 3.302 -0.684
H 2.001 -2.939 4.945 0.199
H 3.636 -3.614 5.147 0.209
H 1.551 -5.011 6.151 0.210
H 2.781 -5.895 5.215 0.188



# 6
86
Properties=species:S:1:pos:R:3:mulliken_spin:R:1 method="wB97M-V/def2-TZVPD" mol_weight_g_mol=752.54 s_squared=2.011 total_charge=+1 energy_ev=-158888.537 lumo_ev="-2.2 / -3.6" multiplicity=3 e_homo_ev="-9.7 / -9.9" relative_energy_ev=0.730
Ti 0.501 -0.443 -0.111 0.974
C 2.048 2.199 1.419 0.019
P 0.752 1.037 1.993 0.078
C 1.008 0.836 3.779 0.013
C -0.061 0.509 4.614 -0.001
C 0.144 0.294 5.967 0.000
C 1.424 0.389 6.504 -0.001
C 2.494 0.703 5.681 0.001
C 2.288 0.925 4.322 -0.003
C -0.737 2.096 1.854 -0.035
C -1.493 2.015 0.686 0.012
C -2.603 2.821 0.488 0.005
C -2.969 3.728 1.471 0.000
C -2.215 3.836 2.635 0.000
C -1.105 3.026 2.826 0.001
C 1.786 2.356 -0.042 0.008
C 1.911 3.454 -0.840 0.004
C 1.617 3.034 -2.173 0.006
C 1.335 1.700 -2.119 0.005
C 1.014 0.723 -3.200 0.042
P -0.262 -0.400 -2.527 -0.035
C -0.329 -1.768 -3.722 0.013
C 0.781 -2.608 -3.816 -0.007
C 0.811 -3.631 -4.749 0.002
C -0.278 -3.833 -5.590 -0.001
C -1.390 -3.010 -5.494 0.001
C -1.417 -1.977 -4.563 0.000
C -1.838 0.482 -2.712 0.009
C -2.975 -0.126 -2.170 -0.007
C -4.215 0.486 -2.272 -0.001
C -4.327 1.724 -2.897 0.000
C -3.198 2.346 -3.409 0.001
C -1.956 1.729 -3.318 -0.003
N 1.405 1.247 -0.800 -0.099
H 3.033 1.759 1.595 0.000
H 1.996 3.150 1.943 -0.003
H -1.062 0.440 4.204 0.000
H -0.696 0.060 6.609 0.000
H 1.582 0.228 7.563 0.000
H 3.492 0.783 6.093 0.000
H 3.133 1.182 3.697 0.000
H -1.211 1.332 -0.107 -0.016
H -3.170 2.739 -0.431 0.000
H -3.837 4.361 1.329 0.000
H -2.491 4.557 3.394 0.000
H -0.521 3.123 3.733 0.000
H 2.187 4.448 -0.519 0.000
H 1.636 3.646 -3.065 0.000
H 1.872 0.094 -3.444 0.000
H 0.695 1.206 -4.121 -0.003
H 1.615 -2.473 -3.143 0.013
H 1.676 -4.280 -4.817 0.000
H -0.258 -4.632 -6.320 0.000
H -2.240 -3.166 -6.149 0.000
H -2.286 -1.334 -4.501 0.000
H -2.886 -1.085 -1.673 0.005
H -5.094 0.001 -1.863 0.000
H -5.294 2.205 -2.978 0.000
H -3.282 3.315 -3.885 0.000
H -1.085 2.231 -3.717 0.001
C -4.240 -2.314 2.043 -0.001
O -3.308 -1.701 1.136 -0.001
C -2.010 -1.639 1.403 0.025
O -1.325 -1.000 0.608 -0.001
N -1.562 -2.285 2.484 0.006
N -0.193 -2.283 2.778 -0.005
H -5.223 -2.096 1.646 0.000
H -4.143 -1.887 3.040 0.000
H -4.102 -3.397 2.068 0.000
H -2.128 -3.037 2.841 0.002
H 0.278 -3.019 2.267 0.007
H -0.075 -2.373 3.776 0.000
C 4.239 -0.080 -1.118 0.154
As 2.996 -1.410 -0.367 0.152
C 3.945 -2.953 -1.063 -0.005
C 3.606 -1.528 1.481 0.018
S 0.886 -2.807 -0.267 0.649
H 5.233 -0.316 -0.743 0.011
H 3.938 0.928 -0.848 -0.015
H 4.217 -0.188 -2.201 0.004
H 5.007 -2.811 -0.871 -0.002
H 3.777 -3.045 -2.133 0.001
H 3.581 -3.848 -0.572 -0.005
H 4.676 -1.334 1.530 0.005
H 3.403 -2.540 1.822 0.004
H 3.074 -0.830 2.121 -0.003



# 7
20
Properties=species:S:1:pos:R:3:nbo_charge:R:1 method="wB97M-V/def2-TZVPD" mol_weight_g_mol=116.16 energy_ev=-10508.000 lumo_ev=0.8 e_homo_ev=-7.9 relative_energy_ev=4.307 smiles="C=C/C=C/C=C.O.O"
C -1.037 -2.352 1.913 -0.390
C -1.216 -1.222 1.182 -0.212
C 0.053 -0.769 0.593 -0.210
C 0.102 0.467 0.099 -0.232
C 1.198 1.107 -0.436 -0.243
C 1.162 1.512 -1.714 -0.353
H -1.763 -2.932 2.402 0.184
H -0.102 -2.769 2.215 0.191
H -1.951 -0.418 1.111 0.225
H 0.860 -1.473 0.312 0.220
H -0.822 1.069 -0.165 0.223
H 2.175 1.224 0.126 0.212
H 0.333 1.365 -2.358 0.184
H 1.924 2.068 -2.351 0.196
O -1.705 2.931 1.503 -0.922
H -0.883 3.326 1.544 0.462
H -1.775 2.524 2.334 0.463
O 1.375 -1.884 -2.652 -0.931
H 2.252 -2.209 -2.821 0.466
H 0.809 -2.606 -2.971 0.468



# 8
19
Properties=species:S:1:pos:R:3:nbo_charge:R:1 method="wB97M-V/def2-TZVPD" mol_weight_g_mol=179.27 energy_ev=-32583.983 lumo_ev=0.4 e_homo_ev=-8.7 relative_energy_ev=2.179
C 0.014 1.721 -0.329 0.120
C 1.326 2.119 -0.814 -0.514
C -1.197 -0.329 0.001 0.385
C -0.567 -0.920 1.164 -0.703
C -2.163 -1.101 -0.673 -0.658
N -0.769 0.736 -0.540 -0.409
O 2.477 -0.897 -0.862 -0.941
O 2.227 -1.689 1.370 -0.922
S 1.762 1.526 0.892 -0.165
S 2.898 -0.754 0.504 1.637
H -0.664 2.556 -0.053 0.224
H 1.703 1.446 -1.550 0.246
H 1.655 3.080 -1.066 0.243
H -0.287 -1.968 0.928 0.262
H -1.310 -1.106 1.928 0.235
H 0.329 -0.376 1.464 0.258
H -2.747 -1.610 0.137 0.216
H -1.766 -1.843 -1.271 0.250
H -2.920 -0.590 -1.230 0.236